Molecular formula: C23H16F2N2O6Ru
Method: DFT, ωB97M-V/def2-TZVPD

Structure (XYZ):
```
50
Properties=species:S:1:pos:R:3:forces:R:3:nbo_charge:R:1
C -3.447 -0.808 0.936 -0.088 -0.040 0.056 -0.032
C -5.151 -1.577 2.455 0.019 0.011 0.005 -0.226
C -1.108 2.692 -0.804 -0.051 0.079 0.091 0.483
O 1.792 1.614 -0.353 0.014 0.370 -0.275 -0.673
C 1.722 -2.710 -1.179 0.016 0.023 0.030 0.221
H 3.310 -3.883 0.905 -0.001 0.009 -0.003 0.144
C -5.870 -2.101 1.387 -0.013 -0.007 -0.002 -0.219
H -1.637 2.925 0.128 -0.005 0.081 -0.047 0.097
C -2.159 -0.119 0.672 0.342 0.010 -0.220 0.548
C 3.030 4.203 2.624 -0.014 -0.011 0.010 -0.287
Ru -0.047 1.026 -0.727 0.273 -0.531 -0.330 0.987
F -2.070 2.604 -1.786 0.040 0.004 0.042 -0.369
C 0.242 1.781 2.121 0.163 0.086 -0.206 0.103
C 0.957 -1.683 -1.671 0.019 -0.017 0.030 -0.266
O 1.523 -3.442 -0.027 -0.028 -0.025 -0.047 -0.485
C -3.946 -0.932 2.232 0.000 0.002 -0.024 -0.198
C -4.168 -1.334 -0.130 -0.008 -0.015 0.020 -0.202
H -5.933 -2.382 -0.739 -0.005 -0.002 0.008 0.206
C 1.437 2.552 1.827 -0.020 -0.022 -0.016 -0.207
C 1.345 -1.128 -2.897 0.056 0.062 -0.021 -0.124
O -1.685 -0.195 -0.534 -0.199 0.344 0.298 -0.692
H -6.813 -2.605 1.562 0.002 0.001 0.003 0.203
H 3.377 4.874 3.399 -0.008 -0.001 0.003 0.202
C 2.449 -1.634 -3.572 -0.015 0.038 -0.017 -0.191
O 3.391 -4.228 -1.129 -0.033 -0.031 -0.049 -0.506
C 2.130 2.455 0.591 -0.044 -0.076 0.335 0.380
H -5.532 -1.672 3.464 -0.002 -0.001 -0.003 0.204
C 0.612 0.048 -3.533 -0.007 -0.152 0.100 0.791
O 0.492 0.057 -4.750 0.092 0.065 0.037 -0.661
N -1.580 0.502 1.664 -0.117 -0.158 0.043 -0.437
H 0.057 -1.373 -1.149 -0.013 -0.035 -0.022 0.242
F -0.347 3.796 -1.117 0.045 -0.003 -0.020 -0.375
H -3.770 -1.229 -1.130 0.013 0.005 0.001 0.242
O 0.199 0.980 -2.745 -0.235 -0.033 -0.160 -0.729
C 3.269 3.263 0.414 0.023 -0.052 -0.023 -0.232
C 2.834 -3.188 -1.842 0.008 0.037 0.006 0.272
H 1.373 3.470 3.758 0.006 0.001 0.000 0.198
C 3.704 4.116 1.403 0.016 0.021 -0.005 -0.200
H 4.580 4.729 1.227 -0.005 -0.002 0.002 0.201
H 4.090 -3.056 -3.576 -0.001 0.003 0.002 0.216
H 2.696 -1.194 -4.528 0.008 -0.005 0.000 0.233
C 2.672 -4.267 0.100 0.008 0.028 0.002 0.238
C -5.376 -1.978 0.097 0.007 0.003 -0.028 -0.209
H 2.359 -5.292 0.300 0.017 0.000 0.032 0.159
H -3.372 -0.516 3.048 -0.006 -0.002 0.006 0.233
H 3.789 3.190 -0.532 -0.016 -0.014 -0.004 0.214
C 3.225 -2.672 -3.052 0.018 -0.045 0.034 -0.279
H -0.152 1.787 3.134 -0.031 0.000 0.012 0.190
C 1.914 3.420 2.818 -0.003 -0.010 0.000 -0.154
N -0.407 1.114 1.238 -0.238 0.009 0.312 -0.252
```
Positions in Å, forces in eV/Å.

Output
2S+1   2
Net charge   -1
Orbital gap (alpha / beta)   7.69 / 7.45 eV
E_HOMO (alpha / beta)   -0.1858 / -0.1800 Eh
ΔE to the lowest compared entry with this formula, charge and spin   0.000 eV